The following is a quantum chemistry calculation of C39H41N5O3PReSi as an isolated structure, from the OMol25 dataset.

CARTESIAN COORDINATES (ANGSTROEM)
Re (0.36, -0.97, -0.02)
C (-0.99, -4.46, 2.71)
Si (-1.10, -2.63, 2.55)
C (-2.68, -1.87, 3.10)
C (0.36, -1.91, 3.41)
N (-0.96, -2.24, 0.70)
C (-1.69, -2.95, -0.21)
C (-2.83, -3.74, 0.12)
C (-3.43, -4.49, -0.85)
C (-2.92, -4.50, -2.16)
C (-1.83, -3.71, -2.53)
C (-1.26, -2.94, -1.56)
O (-0.20, -2.09, -1.75)
C (0.49, -2.06, -3.03)
C (1.57, -2.89, -3.19)
C (2.21, -2.87, -4.42)
C (1.74, -2.04, -5.44)
C (0.64, -1.21, -5.22)
C (-0.01, -1.22, -3.99)
H (-1.07, -4.70, 3.77)
H (-0.01, -4.81, 2.37)
H (-1.75, -5.03, 2.19)
H (-2.58, -1.61, 4.16)
H (-3.53, -2.55, 3.01)
H (-2.91, -0.95, 2.56)
H (0.09, -1.82, 4.47)
H (0.66, -0.92, 3.06)
H (1.22, -2.59, 3.35)
H (-3.24, -3.71, 1.12)
H (-4.30, -5.09, -0.61)
H (-3.39, -5.13, -2.91)
H (-1.46, -3.71, -3.55)
H (1.91, -3.53, -2.39)
H (3.06, -3.52, -4.60)
H (2.23, -2.03, -6.40)
H (0.28, -0.57, -6.01)
H (-0.87, -0.60, -3.79)
C (2.03, 1.89, -3.41)
N (2.87, 1.54, -2.25)
C (4.16, 1.99, -2.17)
C (4.95, 1.66, -1.13)
C (4.39, 0.82, -0.13)
N (3.14, 0.35, -0.24)
C (2.40, 0.72, -1.28)
O (1.17, 0.31, -1.42)
N (5.08, 0.48, 0.95)
H (2.37, 2.84, -3.81)
H (0.99, 1.98, -3.09)
H (2.10, 1.11, -4.17)
H (4.49, 2.62, -2.98)
H (5.97, 2.03, -1.07)
H (6.03, 0.79, 1.08)
H (4.65, -0.05, 1.68)
O (0.43, 0.54, 1.30)
P (-0.47, 1.82, 1.30)
C (-1.22, 1.87, -0.32)
C (-1.91, 0.73, -0.75)
C (-2.48, 0.69, -2.02)
C (-2.36, 1.79, -2.86)
C (-1.68, 2.93, -2.44)
C (-1.11, 2.97, -1.17)
C (-1.74, 1.76, 2.52)
C (-1.38, 1.52, 3.85)
C (-2.35, 1.51, 4.83)
C (-3.68, 1.76, 4.50)
C (-4.04, 2.02, 3.18)
C (-3.08, 2.01, 2.18)
C (0.56, 3.22, 1.56)
C (-0.03, 4.44, 1.92)
C (0.77, 5.55, 2.14)
C (2.15, 5.44, 2.01)
C (2.74, 4.23, 1.65)
C (1.94, 3.12, 1.43)
H (-2.10, -0.09, -0.06)
H (-3.04, -0.18, -2.34)
H (-2.82, 1.77, -3.84)
H (-1.61, 3.79, -3.09)
H (-0.57, 3.86, -0.85)
H (-0.34, 1.36, 4.12)
H (-2.08, 1.33, 5.86)
H (-4.44, 1.77, 5.27)
H (-5.07, 2.23, 2.93)
H (-3.36, 2.21, 1.16)
H (-1.11, 4.52, 2.05)
H (0.32, 6.49, 2.42)
H (2.78, 6.31, 2.19)
H (3.81, 4.16, 1.56)
H (2.39, 2.17, 1.17)
N (2.55, -3.05, 0.71)
C (1.74, -2.27, 0.46)
H (3.25, -3.73, 0.92)

Values from the calculation:
* multiplicity: 2
* charge: +3
* LUMO (spin up / spin down): -0.3615 / -0.3618 hartree
* <S²>: 0.799
* HOMO-LUMO gap (spin up / spin down): 6.30 / 6.41 eV
* E_HOMO (spin up / spin down): -16.13 / -16.26 eV



The following is a quantum chemistry calculation of C39H41N6O2PbSe as an isolated structure, from the OMol25 dataset.

CARTESIAN COORDINATES (ANGSTROEM)
Pb (-0.35, -0.78, -0.09)
C (1.65, 1.30, 2.06)
N (1.44, 1.42, 0.62)
C (2.70, 1.33, -0.11)
C (2.56, 0.78, -1.51)
C (3.56, 1.07, -2.44)
C (3.50, 0.51, -3.70)
C (2.44, -0.32, -4.01)
C (1.49, -0.56, -3.04)
N (1.54, -0.02, -1.82)
C (0.75, 2.64, 0.22)
C (-0.71, 2.79, 0.62)
C (-1.39, 3.93, 0.20)
C (-2.72, 4.07, 0.52)
C (-3.34, 3.08, 1.27)
C (-2.59, 1.99, 1.65)
N (-1.30, 1.83, 1.33)
C (2.22, -0.05, 2.43)
C (3.28, -0.16, 3.32)
C (3.79, -1.42, 3.60)
C (3.24, -2.53, 2.97)
C (2.19, -2.32, 2.10)
N (1.68, -1.12, 1.84)
H (2.34, 2.08, 2.43)
H (0.69, 1.44, 2.56)
H (3.21, 2.30, -0.16)
H (3.37, 0.65, 0.43)
H (4.38, 1.72, -2.15)
H (4.28, 0.72, -4.43)
H (2.35, -0.79, -4.98)
H (0.65, -1.22, -3.23)
H (1.29, 3.53, 0.56)
H (0.78, 2.68, -0.87)
H (-0.87, 4.68, -0.39)
H (-3.27, 4.95, 0.20)
H (-4.38, 3.16, 1.56)
H (-3.03, 1.19, 2.23)
H (3.70, 0.72, 3.78)
H (4.62, -1.53, 4.29)
H (3.62, -3.52, 3.15)
H (1.73, -3.15, 1.57)
O (-5.97, 2.47, -4.02)
C (-4.63, 2.64, -4.44)
C (-3.72, 1.89, -3.52)
C (-2.34, 1.98, -3.66)
C (-1.54, 1.27, -2.79)
N (-2.01, 0.48, -1.82)
C (-3.34, 0.38, -1.68)
C (-4.22, 1.07, -2.51)
C (-3.87, -0.53, -0.61)
C (-5.22, -0.68, -0.38)
C (-5.66, -1.55, 0.62)
C (-7.14, -1.74, 0.84)
O (-7.83, -1.98, -0.38)
C (-4.71, -2.23, 1.36)
C (-3.38, -2.03, 1.06)
N (-2.96, -1.21, 0.10)
H (-6.55, 2.92, -4.63)
H (-4.34, 3.69, -4.44)
H (-4.48, 2.26, -5.46)
H (-1.89, 2.60, -4.43)
H (-0.46, 1.34, -2.86)
H (-5.28, 1.00, -2.41)
H (-5.96, -0.15, -0.96)
H (-7.58, -0.83, 1.25)
H (-7.31, -2.55, 1.56)
H (-7.55, -2.83, -0.73)
H (-5.00, -2.92, 2.14)
H (-2.61, -2.57, 1.60)
C (-5.42, -6.07, -0.18)
C (-4.13, -5.35, -0.44)
C (-3.95, -4.55, -1.56)
C (-2.75, -3.91, -1.84)
C (-2.69, -3.08, -3.10)
C (-1.67, -4.08, -0.96)
Se (0.03, -3.22, -1.32)
C (-1.82, -4.89, 0.17)
C (-0.70, -5.13, 1.16)
C (-3.04, -5.50, 0.41)
H (-6.25, -5.59, -0.71)
H (-5.66, -6.10, 0.88)
H (-5.37, -7.10, -0.53)
H (-4.78, -4.43, -2.26)
H (-2.93, -3.70, -3.97)
H (-1.71, -2.64, -3.25)
H (-3.44, -2.28, -3.06)
H (-0.72, -4.37, 1.96)
H (0.27, -5.08, 0.68)
H (-0.82, -6.10, 1.63)
H (-3.14, -6.14, 1.29)

Values from the calculation:
* relative energy (zero: lowest compared OMol25 entry of this formula, charge and spin): 0.0 kJ/mol
* charge: +1
* LUMO: -0.0901 hartree
* HOMO-LUMO gap: 6.74 eV
* E_HOMO: -9.19 eV